one | A cluster of 2 separate species, C5H10N3OS in total, computed with the ωB97M-V functional and the def2-TZVPD basis.

As for the HOMO-LUMO gap (alpha / beta): 0.2869 / 0.2839 Ha. The multiplicity is 1. For the LUMO energy (alpha / beta), the calculation gives -4.28 / -3.53 eV. Its net charge is +1.

Geometry as XYZ:
```
20
C5H10N3OS (the ωB97M-V functional and the def2-TZVPD basis)
C -3.0073 0.7279 -0.8521
C -2.0978 -0.2664 -0.7617
C -1.5914 1.4624 0.6778
C 3.4440 -0.8834 0.0232
C -0.0237 -0.3779 0.8138
N -2.7980 1.7143 0.0473
N -1.1727 0.2593 0.2786
N 1.7995 0.5518 -0.6681
O 2.2248 -0.7160 -0.7478
S 0.3094 -1.9021 0.1716
H -4.0145 0.6395 -1.3902
H -2.0275 -1.2952 -1.2253
H -1.2797 1.9708 1.5602
H 4.1357 -0.3588 -0.5456
H 3.4304 -1.9791 -0.1228
H 3.3490 -0.5159 1.0802
H 0.3376 -0.1123 1.7886
H -3.3449 2.5415 0.1435
H 1.0779 0.6244 -1.3834
H 1.2489 -2.0848 1.1123
```

Atomic partial charges in e from the natural (NBO) method, atoms 1 to 6: C -0.03; C -0.10; C 0.23; C -0.26; C -0.25; N -0.48

two | The ion C5H10N3OS with charge +1, computed with the ωB97M-V functional and the def2-TZVPD basis.

As for the HOMO-LUMO gap (alpha / beta): 0.2957 / 0.2956 Ha. The multiplicity is 1. The structure (SMILES) is C[N+](C)(C)c1nc(=O)[nH]s1. For the LUMO energy (alpha / beta), the calculation gives -5.12 / -5.12 eV. Its net charge is +1.

Geometry as XYZ:
```
20
C5H10N3OS (the ωB97M-V functional and the def2-TZVPD basis)
C 1.9039 -0.0747 0.1832
N 0.4614 0.1141 0.7486
C -0.0382 -1.1586 1.3357
C 0.1981 1.2570 1.6297
C -0.2287 0.3042 -0.4670
N -0.2967 -0.9400 -1.4883
C -1.2453 -0.7606 -2.4889
O -1.6168 -1.4095 -3.4343
N -1.8145 0.5845 -2.2688
S -1.4070 1.4557 -0.9786
H 2.4126 -0.7726 0.8630
H 1.6781 -0.5702 -0.7305
H 2.4193 0.8426 0.2007
H 0.4934 -1.3086 2.2444
H -1.0730 -1.1342 1.5110
H 0.1300 -2.0331 0.7198
H 0.4549 0.8957 2.6286
H 0.8214 2.1198 1.3208
H -0.8464 1.5594 1.4575
H -2.4064 1.0291 -2.9866
```

Atomic partial charges in e from the natural (NBO) method, atoms 1 to 6: C -0.38; N -0.29; C -0.40; C -0.41; C 0.12; N -0.53

Result of the stability comparison: two is the most stable of them.

one | A cluster of 2 separate species, C4H10N3S in total, computed with the ωB97M-V functional and the def2-TZVPD basis.

As for the HOMO-LUMO gap: 0.3260 Ha. The multiplicity is 1. For the LUMO energy, the calculation gives -3.09 eV. Its net charge is +1.

Geometry as XYZ:
```
18
C4H10N3S (the ωB97M-V functional and the def2-TZVPD basis)
C 3.5466 -0.3378 0.4123
C -1.1901 -1.3007 -0.0189
C -1.5403 0.9687 -0.2184
C -3.3448 -0.7503 0.5272
N 4.6611 -0.5960 -0.2882
N -1.9659 -0.3613 0.1668
N -0.5378 -2.1724 -0.4338
S 2.0319 -0.3315 -0.1378
H 3.8489 0.0733 1.3797
H -1.6710 1.1746 -1.2737
H -2.0227 1.7823 0.2963
H -0.5092 1.0305 -0.0674
H -3.2961 -1.7227 0.9661
H -3.4422 -0.0309 1.3219
H -3.8771 -0.7612 -0.4474
H 5.6394 -0.4589 -0.1210
H 0.1948 -2.7593 -0.2872
H 4.4566 -1.1667 -1.1812
```

Atomic partial charges in e from the natural (NBO) method, atoms 1 to 6: C -0.04; C 0.77; C -0.42; C -0.39; N -0.74; N -0.38

two | The ion C4H10N3S with charge +1, computed with the ωB97M-V functional and the def2-TZVPD basis.

As for the HOMO-LUMO gap: 0.3129 Ha. The multiplicity is 1. The structure (SMILES) is C/C(N)=[NH+]/CC(N)=S. For the LUMO energy, the calculation gives -3.47 eV. Its net charge is +1.

Geometry as XYZ:
```
18
C4H10N3S (the ωB97M-V functional and the def2-TZVPD basis)
C 1.8077 -1.0283 0.6680
C 0.9167 -0.4281 -0.2917
N 1.3681 -0.4736 -1.5527
N -0.1998 0.1347 0.1682
C -1.3756 0.7382 -0.4567
C -2.6996 0.2954 0.0976
N -2.8891 0.6776 1.4284
S -3.8606 -0.5965 -0.7099
H 2.9095 -1.2552 0.3777
H 1.2607 -2.0380 0.8141
H 1.8104 -0.6121 1.7143
H 2.1592 -1.0451 -1.7535
H 0.8450 -0.2016 -2.4233
H -0.1909 0.1390 1.2025
H -1.3374 0.6606 -1.5777
H -1.3368 1.8579 -0.2210
H -3.6861 0.3934 1.8601
H -2.2857 1.4594 1.8320
```

Atomic partial charges in e from the natural (NBO) method, atoms 1 to 6: C -0.71; C 0.56; N -0.72; N -0.51; C -0.31; C 0.06

Result of the stability comparison: two is the most stable of them.